1.
Below is C5H13NS in the gas phase in a non-equilibrium geometry, with properties calculated with ωB97M-V/def2-TZVPD.

Geometry as XYZ:
```
20
C5H13NS | OMol25 | ωB97M-V/def2-TZVPD
C 0.49 0.34 -2.83
C 0.16 -0.94 -2.06
N 0.94 -1.06 -0.79
C 0.16 -0.75 0.42
C 1.15 -1.23 1.52
C -0.09 0.79 0.56
S -1.43 1.22 1.65
H 0.99 1.13 -2.28
H 1.16 0.14 -3.67
H -0.43 0.74 -3.18
H 0.30 -1.84 -2.67
H -0.91 -1.04 -1.83
H 1.83 -0.60 -0.87
H -0.80 -1.23 0.42
H 0.72 -2.15 1.91
H 2.15 -1.39 1.17
H 1.22 -0.54 2.37
H 0.86 1.34 0.69
H -0.37 1.09 -0.46
H -1.20 2.57 1.71
```

Calculated values
- LUMO energy (Eh) = 0.033
- ΔE to the lowest compared entry with this formula, charge and spin (kcal per mole) = 24.0
- HOMO-LUMO gap (eV) = 9.458
- electronic energy (eV) = -17720.2105
- net charge = 0
- structure (SMILES) = CCN[C@@H](C)CS

2.
Below is C5H8O2 in the gas phase, with properties calculated with ωB97M-V/def2-TZVPD.

Geometry as XYZ:
```
15
C5H8O2 | OMol25 | ωB97M-V/def2-TZVPD
C -1.90 -0.19 -0.48
C -0.66 0.49 0.16
O -0.09 0.60 1.60
C 1.23 0.52 1.08
C 1.43 -0.89 0.68
C 0.68 0.00 -0.27
O 1.04 -0.13 -1.60
H -1.65 -1.12 -1.00
H -2.70 -0.38 0.23
H -2.32 0.49 -1.25
H -0.79 1.56 0.06
H 1.97 1.29 1.28
H 2.41 -1.09 0.26
H 0.98 -1.68 1.27
H 0.72 0.63 -2.10
```

Calculated values
- LUMO energy (Eh) = 0.030
- ΔE to the lowest compared entry with this formula, charge and spin (kcal per mole) = 79.9
- HOMO-LUMO gap (eV) = 9.740
- electronic energy (eV) = -9406.3673
- net charge = 0
- structure (SMILES) = C[C@H]1O[C@H]2C[C@]21O

3.
Below is a molecular structure, C22H53InNO12P2S in a non-equilibrium geometry, with properties calculated with ωB97M-V/def2-TZVPD.

Geometry as XYZ:
```
92
C22H53InNO12P2S | OMol25 | ωB97M-V/def2-TZVPD
C 7.24 -1.67 -0.99
C 7.29 -0.56 -2.02
O 6.50 0.35 -1.94
N 8.27 -0.54 -3.06
C 9.58 -1.05 -2.64
C 7.81 -1.14 -4.34
C 6.70 -2.19 -4.26
C 6.63 -2.99 -5.57
C 5.50 -4.03 -5.49
In 3.45 -3.16 -5.36
C 3.03 -2.26 -3.34
C 1.52 -2.05 -3.08
C 1.15 -0.57 -2.82
S 0.84 0.42 -4.25
O 1.98 1.26 -4.50
O -0.37 1.21 -4.11
O 0.62 -0.50 -5.52
H 8.21 -1.91 -0.54
H 6.60 -1.32 -0.18
H 6.82 -2.59 -1.38
H 9.57 -2.04 -2.17
H 10.05 -0.32 -1.97
H 10.21 -1.10 -3.53
H 7.44 -0.32 -4.96
H 8.65 -1.59 -4.86
H 5.74 -1.68 -4.17
H 6.85 -2.92 -3.47
H 6.47 -2.32 -6.42
H 7.57 -3.54 -5.65
H 5.56 -4.74 -6.31
H 5.67 -4.61 -4.57
H 3.24 -1.96 -6.65
H 2.25 -4.47 -5.66
H 3.47 -2.91 -2.59
H 3.53 -1.29 -3.34
H 1.28 -2.58 -2.15
H 0.91 -2.44 -3.89
H 0.28 -0.46 -2.17
H 2.01 -0.10 -2.34
H -0.25 -0.25 -5.87
O 1.28 2.90 2.45
P -0.09 3.39 2.28
O -0.26 4.13 0.87
C 0.49 3.75 -0.29
C -0.12 2.57 -1.02
O -0.27 4.62 3.30
C 0.76 4.97 4.23
C 1.67 6.04 3.66
O -1.54 2.83 2.57
C -2.47 2.34 1.59
C -2.31 0.86 1.34
H 1.53 3.54 -0.03
H 0.50 4.62 -0.94
H -0.13 1.68 -0.38
H 0.45 2.34 -1.92
H -1.15 2.78 -1.32
H 1.33 4.08 4.52
H 0.26 5.34 5.12
H 2.03 5.76 2.67
H 2.54 6.19 4.31
H 1.14 6.99 3.58
H -2.42 2.93 0.67
H -3.45 2.53 2.02
H -1.28 0.60 1.10
H -2.95 0.55 0.51
H -2.59 0.29 2.22
O -8.76 -0.79 2.83
P -8.03 -0.65 4.09
O -6.86 -1.74 4.19
C -6.19 -2.23 3.03
C -5.09 -1.31 2.56
O -9.01 -1.15 5.27
C -10.37 -1.50 4.99
C -10.51 -2.98 4.74
O -7.46 0.55 4.96
C -6.09 0.96 5.06
C -5.71 1.98 4.01
H -6.90 -2.41 2.22
H -5.78 -3.20 3.31
H -5.49 -0.34 2.27
H -4.57 -1.74 1.70
H -4.35 -1.15 3.35
H -10.76 -0.92 4.16
H -10.94 -1.21 5.88
H -9.79 -3.32 3.99
H -11.52 -3.22 4.39
H -10.32 -3.55 5.65
H -5.43 0.10 5.07
H -6.01 1.41 6.05
H -5.97 1.64 3.01
H -4.64 2.18 4.05
H -6.23 2.92 4.18
```

Calculated values
- LUMO energy (Eh) = 0.069
- HOMO-LUMO gap (eV) = 6.540
- electronic energy (eV) = -84323.3450
- net charge = -1